# 1
An isolated molecule of C8H6Cl2N2. Source: the OMol25 dataset; level of theory: ωB97M-V/def2-TZVPD.

The geometry in XYZ format:
```
18
Properties=species:S:1:pos:R:3:forces:R:3
Cl -0.966139 2.759551 1.288868 -0.0211 0.0122 0.0536
Cl 0.550545 2.611652 -1.171946 0.0632 -0.0915 0.2219
N 2.292948 0.155884 0.553297 0.7358 0.0664 1.5866
N 1.811755 -0.415769 -0.470650 -0.3066 -0.7813 -1.6618
C -1.273995 -1.997603 -1.016433 0.5633 -0.1469 -0.5159
C -1.511462 -0.256701 0.660523 -0.4487 -0.2369 0.1809
C -1.953813 -1.401646 0.085850 -0.0752 0.5235 0.5145
C 2.298603 1.315714 1.050882 0.7202 0.2847 0.0180
C -0.387295 0.405654 0.077011 0.5642 0.4654 -0.0676
C -0.109535 1.740294 0.195814 -0.8436 -0.3418 -0.6361
C 0.520302 -0.443055 -0.701300 -0.2948 0.7525 0.5968
C -0.052229 -1.553958 -1.398155 -0.3556 -0.2470 -0.2061
H -1.723649 -2.851605 -1.500018 0.0426 -0.0928 -0.0525
H 2.194159 2.237623 0.499656 -0.1982 0.0256 -0.1618
H -2.047911 0.219934 1.466695 -0.1030 -0.0191 0.0321
H 0.547544 -2.056380 -2.139753 0.0514 -0.1288 -0.0942
H -2.856138 -1.864806 0.454618 -0.0994 -0.0284 0.0377
H 2.666311 1.395217 2.065041 0.0054 -0.0157 0.1541
```
Positions in Å, forces in eV/Å.

LUMO = -0.75 eV
SMILES string = C=N/N=C1/C=CC=CC1=C(Cl)Cl
DFT total energy = -1338.20738 hartree

Atom charges from the Mulliken analysis, given in e for atoms 1 to 8:
1. Cl -0.197
2. Cl -0.114
3. N -0.296
4. N -0.397
5. C -0.347
6. C -0.831
7. C -0.304
8. C -0.264

***

# 2
A cluster of 2 separate species, C4H8N4 in total. Source: the OMol25 dataset; level of theory: ωB97M-V/def2-TZVPD.

The geometry in XYZ format:
```
16
Properties=species:S:1:pos:R:3:forces:R:3
N -3.105838 -0.495507 -0.501371 1.3375 -2.3416 0.7270
N -0.156150 -1.693912 0.387552 -2.3274 1.6945 -0.3165
N -2.538104 0.425645 0.258624 0.5304 0.9079 -0.5776
N 1.011101 0.175378 -0.056299 -0.1314 -4.0477 0.7370
C 1.042504 -2.048880 -0.062850 2.4392 0.1447 0.4633
C -0.146956 -0.391771 0.278875 -2.7929 0.6719 1.2436
C 1.391179 1.464398 -0.210746 -0.6206 7.0039 -1.2633
C 1.798742 -0.927656 -0.283453 1.8801 -1.0658 -0.9846
H 0.490002 2.243885 0.053317 1.8111 -2.2525 -0.8277
H 1.616396 1.625360 -1.330546 -0.0404 0.1836 1.7486
H 1.394138 -3.051441 0.049006 0.1547 -0.4465 -0.4505
H 2.817034 -0.876633 -0.673417 -0.3855 0.2496 0.3054
H -2.278458 0.045802 1.151955 -0.0340 -0.6465 0.2381
H -2.593404 -1.420842 -0.520314 -0.9919 0.9599 0.3088
H -3.362779 -0.229359 -1.426662 0.0413 0.7208 -0.4670
H 2.213239 1.963618 0.432356 -0.8701 -1.7363 -0.8846
```
Positions in Å, forces in eV/Å.

LUMO (alpha / beta) = 0.66 / -0.29 eV
DFT total energy = -376.04367 hartree

Atom charges from the Mulliken analysis, given in e for atoms 1 to 8:
1. N -0.220
2. N -0.499
3. N -0.417
4. N 0.218
5. C -0.541
6. C 0.168
7. C -0.883
8. C -0.313

***

DFT total energy of number 1 (C8H6Cl2N2)?
-1338.20738 hartree

***

DFT total energy of number 2 (C4H8N4)?
-376.04367 hartree

***

The lowest DFT total energy belongs to which entry?
C8H6Cl2N2